[1]
{"formula": "C3H2CuO3", "method": "the ωB97M-V functional and the def2-TZVPD basis", "elements": ["O", "O", "O", "C", "C", "C", "H", "Cu", "H"], "coordinates": [[-0.947, 1.285, 0.445], [-0.183, -0.182, -0.900], [1.138, 1.522, -0.360], [-1.659, 0.063, 0.815], [-0.906, -0.881, 0.121], [0.007, 1.036, -0.424], [1.267, -1.108, 0.599], [2.567, 0.106, -0.060], [-1.285, -1.841, -0.236]], "atomic_forces_ev_per_a": [[-0.8, 1.1, 0.4], [0.9, -0.6, -1.1], [0.1, 1.3, -1.2], [1.0, -0.7, 0.0], [-2.4, 1.4, -1.1], [0.3, -2.6, 2.3], [0.9, 0.5, 0.0], [-0.4, -0.6, 0.3], [0.4, 0.2, 0.4]], "max_force_ev_per_a": 3.5, "energy_ev": -53919.75889, "charge": -1, "multiplicity": 3}

=====

[2]
{"formula": "C3H2CuO3", "method": "the ωB97M-V functional and the def2-TZVPD basis", "elements": ["C", "C", "O", "C", "O", "O", "Cu", "H", "H"], "coordinates": [[1.192, 0.190, -1.025], [1.593, -0.774, -0.072], [0.747, -1.038, 0.827], [-0.769, -0.032, 0.580], [-0.495, 0.611, -0.425], [-1.698, -0.150, 1.326], [-3.347, 0.268, 1.797], [1.031, -0.210, -2.032], [1.745, 1.134, -0.975]], "atomic_forces_ev_per_a": [[-0.6, 1.3, -1.2], [-5.2, -1.2, 5.1], [3.8, 0.2, -2.7], [-2.3, 0.8, 0.3], [2.7, -0.8, -0.7], [5.0, -1.1, -1.6], [-2.8, 0.6, 0.9], [-0.3, 0.2, 0.0], [-0.3, 0.2, 0.0]], "e_above_lowest_kcal_mol": 0.8, "max_force_ev_per_a": 7.4, "energy_ev": -53900.36219, "charge": 2, "multiplicity": 2}

=====

[3]
{"formula": "C3H2F2O2S", "method": "the ωB97M-V functional and the def2-TZVPD basis", "elements": ["C", "C", "C", "O", "O", "F", "F", "S", "H", "H"], "coordinates": [[-0.111, -0.906, 0.367], [-0.996, 0.450, 0.979], [0.327, -0.613, -1.004], [0.873, 2.324, 0.799], [0.250, 0.761, -1.169], [-0.142, -2.119, 0.904], [-1.352, 0.374, 2.240], [-0.219, 1.883, 0.002], [1.480, -0.862, -1.292], [-0.110, -1.293, -1.827]], "atomic_forces_ev_per_a": [[-3.7, 4.9, 2.6], [4.2, -5.9, -3.6], [3.3, -2.3, -1.3], [1.5, 0.8, 0.7], [-1.0, 1.6, -0.6], [0.0, 0.9, -0.5], [-0.1, 0.7, 0.1], [-1.7, -2.4, 0.1], [-2.2, 0.2, 1.5], [-0.4, 1.5, 1.1]], "e_above_lowest_kcal_mol": 94.9, "max_force_ev_per_a": 8.1, "energy_ev": -23502.91638, "charge": 0, "multiplicity": 1}

=====

[4]
{"formula": "C3H2F4NO2", "method": "the ωB97M-V functional and the def2-TZVPD basis", "elements": ["N", "C", "F", "F", "C", "F", "F", "C", "O", "O", "H", "H"], "coordinates": [[-1.616, -0.082, -0.126], [-0.581, -0.908, 0.171], [-0.492, -2.131, -0.370], [-0.577, -1.276, 1.595], [0.973, -0.151, -0.244], [1.962, -0.900, 0.284], [0.947, -0.449, -1.602], [1.033, 1.381, 0.109], [2.038, 1.696, 0.778], [0.033, 1.973, -0.410], [-2.520, -0.147, 0.170], [-1.199, 0.995, -0.355]], "atomic_forces_ev_per_a": [[3.8, 3.1, -2.4], [2.6, 1.6, 2.2], [-0.7, -0.6, -0.8], [0.2, 0.6, -1.1], [-3.2, -2.0, 0.3], [-0.3, 0.3, 0.0], [0.6, 0.8, 0.4], [1.0, -1.1, -0.3], [-1.8, 0.5, -0.9], [0.9, 0.5, 0.8], [-2.4, -0.9, 1.2], [-0.7, -2.8, 0.7]], "e_above_lowest_kcal_mol": 0.0, "max_force_ev_per_a": 5.5, "energy_ev": -19600.15555, "charge": -1, "multiplicity": 1}

=====

[5]
{"formula": "C3H2F4S2", "method": "the ωB97M-V functional and the def2-TZVPD basis", "elements": ["C", "C", "C", "F", "F", "F", "F", "S", "S", "H", "H"], "coordinates": [[-0.238, 0.631, 0.240], [1.226, -0.918, 0.247], [2.406, -0.230, -0.347], [0.923, -1.825, -0.681], [3.575, -0.917, -0.198], [2.315, -0.105, -1.657], [2.807, 0.912, 0.276], [-0.412, 1.546, 1.539], [-1.137, 0.525, -1.221], [1.158, -1.224, 1.219], [-2.047, 1.698, -1.034]], "atomic_forces_ev_per_a": [[1.4, -1.8, 0.4], [-2.4, 3.9, -3.4], [3.7, 0.7, 1.3], [-0.8, -1.1, 0.2], [-0.2, -1.7, 0.2], [-0.9, 0.9, -0.2], [-1.8, 0.5, -0.6], [0.3, -0.3, -0.4], [-1.1, 1.8, 0.3], [0.2, -0.7, 2.4], [1.7, -2.1, -0.1]], "e_above_lowest_kcal_mol": 0.0, "max_force_ev_per_a": 5.7, "energy_ev": -35681.05224, "charge": 0, "multiplicity": 1}

=====

[6]
{"formula": "C3H2F6N2", "method": "the ωB97M-V functional and the def2-TZVPD basis", "elements": ["C", "C", "C", "N", "N", "F", "F", "F", "F", "F", "F", "H", "H"], "coordinates": [[0.546, 0.263, 0.192], [1.852, 0.036, -0.493], [-1.590, -1.259, -0.166], [-0.442, 1.943, 1.565], [0.144, 1.256, 0.735], [2.283, -1.178, -0.544], [2.799, 0.776, 0.154], [1.858, 0.529, -1.842], [-0.893, -1.277, -1.311], [-1.852, 0.012, 0.062], [-2.668, -1.994, -0.361], [-0.993, -1.780, 0.768], [-1.045, 2.673, 1.242]], "atomic_forces_ev_per_a": [[1.3, 0.9, -0.3], [0.7, 3.2, -1.4], [2.3, -2.0, 2.0], [1.2, -0.5, 0.6], [-0.4, -0.7, 0.4], [-0.2, -1.3, 0.1], [-0.1, -0.3, -0.3], [-0.5, -0.9, 2.4], [0.2, -0.5, -0.2], [-2.0, 0.0, 0.3], [-1.0, 0.2, -0.1], [-1.2, 1.6, -2.5], [-0.3, 0.3, -0.9]], "e_above_lowest_kcal_mol": 34.7, "max_force_ev_per_a": 3.7, "energy_ev": -22424.95478, "charge": 0, "multiplicity": 1}

=====

[7]
{"formula": "C3H2F6O2S", "method": "the ωB97M-V functional and the def2-TZVPD basis", "elements": ["C", "C", "C", "O", "O", "F", "F", "F", "F", "F", "F", "S", "H", "H"], "coordinates": [[-0.033, 0.085, 0.115], [1.394, 0.519, 0.369], [-0.048, -1.712, 0.150], [-0.860, 0.520, 1.070], [-1.967, 1.258, -1.247], [2.136, 0.350, -0.764], [2.079, -0.121, 1.346], [1.436, 1.822, 0.677], [0.994, -2.094, -0.585], [0.150, -2.279, 1.385], [-1.185, -2.238, -0.343], [-0.540, 0.582, -1.623], [-1.578, 1.086, 0.583], [-1.977, 2.220, -1.133]], "atomic_forces_ev_per_a": [[-1.0, -3.5, -0.6], [2.4, 0.3, -0.5], [0.7, 1.2, 0.5], [-2.3, 1.8, -0.2], [-3.4, 1.2, 1.7], [-0.3, 0.2, 0.6], [-1.1, 0.1, -0.5], [-0.3, 0.0, -0.1], [-0.3, -0.2, -0.3], [-0.6, 1.3, -1.2], [0.7, 0.7, 0.2], [4.3, -2.5, -0.9], [1.3, -1.4, 1.2], [-0.2, 0.9, -0.2]], "max_force_ev_per_a": 5.1, "energy_ev": -34373.78694, "charge": 0, "multiplicity": 3}

=====

[8]
{"formula": "C3H2FGaO", "method": "the ωB97M-V functional and the def2-TZVPD basis", "elements": ["H", "O", "C", "C", "C", "F", "H", "Ga"], "coordinates": [[-1.363, 0.666, -1.034], [0.962, 1.006, 0.047], [-1.378, -0.249, -0.440], [-0.307, -0.941, -0.040], [1.009, -0.260, 0.011], [-2.630, -0.691, -0.228], [-0.414, -1.960, 0.338], [2.843, 0.525, -0.058]], "atomic_forces_ev_per_a": [[0.0, -0.1, 0.5], [-1.1, 0.4, -0.1], [-0.1, -0.3, -0.1], [0.0, 0.2, 0.4], [-1.8, -0.7, -0.4], [0.5, -0.1, -0.4], [0.0, 0.4, 0.0], [2.5, 0.1, 0.0]], "e_above_lowest_kcal_mol": 0.0, "max_force_ev_per_a": 2.5, "energy_ev": -60281.68088, "charge": 0, "multiplicity": 1}

=====

[9]
{"formula": "C3H2FGaO", "method": "the ωB97M-V functional and the def2-TZVPD basis", "elements": ["H", "O", "C", "C", "C", "F", "H", "Ga"], "coordinates": [[-1.311, 0.537, -1.232], [0.756, 0.986, 0.122], [-1.300, -0.207, -0.431], [-0.258, -1.023, -0.144], [0.986, -0.280, 0.110], [-2.529, -0.411, 0.082], [-0.407, -2.029, 0.252], [2.755, 0.637, 0.178]], "atomic_forces_ev_per_a": [[0.2, 0.4, 0.9], [0.7, -0.2, 0.1], [-0.7, -1.1, -0.3], [-0.2, 0.3, 1.2], [-2.1, 0.0, -1.3], [0.5, -0.4, -0.9], [0.0, 0.4, 0.1], [1.7, 0.5, 0.2]], "e_above_lowest_kcal_mol": 16.1, "max_force_ev_per_a": 2.4, "energy_ev": -60280.98202, "charge": 0, "multiplicity": 1}

=====

[10]
{"formula": "C3H2FIO2", "method": "the ωB97M-V functional and the def2-TZVPD basis", "elements": ["C", "C", "C", "O", "O", "F", "I", "H", "H"], "coordinates": [[-0.203, -0.672, 0.054], [-0.591, 0.615, -0.196], [-2.361, -1.455, -0.011], [-1.164, -1.621, 0.316], [-1.832, 0.882, -0.252], [-2.772, -1.166, -1.312], [-3.969, -2.412, 1.127], [0.711, -1.257, 0.238], [0.255, 1.405, -0.099]], "atomic_forces_ev_per_a": [[2.5, -1.4, -0.5], [-0.1, 0.7, 0.9], [-2.4, 0.5, -1.8], [-2.0, -0.1, 0.2], [0.9, -0.2, 0.1], [1.2, -0.8, 2.7], [1.4, 0.8, -1.0], [0.0, 1.5, -0.2], [-1.4, -1.0, -0.4]], "e_above_lowest_kcal_mol": 59.4, "max_force_ev_per_a": 3.1, "energy_ev": -18052.19176, "charge": 0, "multiplicity": 1}

=====

[11]
{"formula": "C3H2FLiNiO2", "method": "the ωB97M-V functional and the def2-TZVPD basis", "elements": ["C", "C", "H", "H", "F", "O", "C", "O", "Ni", "Li"], "coordinates": [[0.564, -1.662, 0.238], [-0.219, -0.612, 0.446], [1.483, -1.554, -0.335], [0.311, -2.625, 0.675], [-1.280, -0.682, 1.239], [-1.878, 1.001, -0.864], [-0.747, 1.375, -0.879], [0.123, 0.644, 0.047], [-0.100, 3.081, -1.669], [1.744, 1.034, 1.102]], "atomic_forces_ev_per_a": [[0.3, 0.1, -0.2], [-0.5, -1.8, 1.2], [-0.3, -0.2, -0.1], [0.1, 0.2, 0.0], [0.3, 0.6, -0.8], [1.8, 1.5, -1.2], [-2.3, -1.7, 1.8], [1.2, 1.9, -0.7], [-0.6, -0.3, -0.3], [0.1, -0.3, 0.3]], "e_above_lowest_kcal_mol": 53.8, "max_force_ev_per_a": 3.4, "energy_ev": -51182.05649, "charge": 2, "multiplicity": 3}

=====

[12]
{"formula": "C3H2FN", "method": "the ωB97M-V functional and the def2-TZVPD basis", "elements": ["C", "C", "C", "N", "F", "H", "H"], "coordinates": [[0.154, 1.081, 0.030], [0.834, -0.020, 0.201], [-0.565, -0.245, 0.044], [-1.618, -0.825, 0.042], [2.873, -0.319, 0.010], [0.094, 2.158, -0.176], [-1.772, -1.830, -0.151]], "atomic_forces_ev_per_a": [[1.2, 0.1, 0.1], [3.4, 0.8, -0.8], [0.7, -0.6, 0.4], [-1.8, -1.0, -0.6], [-3.8, 0.5, 0.4], [-0.2, -0.7, 0.2], [0.5, 1.0, 0.4]], "e_above_lowest_kcal_mol": 126.7, "max_force_ev_per_a": 3.8, "energy_ev": -7344.22138, "charge": 0, "multiplicity": 1}

=====

[13]
{"formula": "C3H2FN2O", "method": "the ωB97M-V functional and the def2-TZVPD basis", "elements": ["C", "C", "C", "N", "N", "O", "F", "H", "H"], "coordinates": [[0.173, 0.486, 0.381], [-2.219, 0.570, 0.111], [1.452, -1.295, -0.062], [-1.040, 0.625, 0.106], [0.964, -0.230, -0.543], [1.991, -2.250, 0.307], [-3.147, 1.378, -0.216], [0.498, 0.693, 1.374], [1.329, 0.023, -1.459]], "atomic_forces_ev_per_a": [[0.3, 0.6, 0.8], [-2.9, -0.7, 0.4], [2.2, -3.2, 0.5], [0.3, 0.7, -0.6], [1.2, -1.1, -0.2], [-1.8, 2.6, -0.7], [0.1, 0.3, -0.3], [0.8, 0.1, 0.3], [-0.2, 0.6, -0.2]], "e_above_lowest_kcal_mol": 59.3, "max_force_ev_per_a": 3.9, "energy_ev": -10876.36813, "charge": 1, "multiplicity": 1}

=====

[14]
{"formula": "C3H2FN4O4", "method": "the ωB97M-V functional and the def2-TZVPD basis", "elements": ["O", "C", "N", "C", "C", "N", "O", "O", "N", "F", "N", "O", "H", "H"], "coordinates": [[0.124, 3.077, -0.211], [0.586, 1.996, -0.065], [-0.147, 0.833, -0.008], [0.377, -0.405, 0.029], [1.729, -0.509, 0.022], [2.422, -1.879, -0.031], [1.735, -2.746, 0.398], [3.503, -1.894, -0.507], [2.441, 0.665, 0.022], [3.803, 0.550, 0.073], [2.034, 1.889, 0.102], [2.745, 2.837, 0.221], [-1.160, 0.969, -0.059], [-0.265, -1.278, 0.056]], "atomic_forces_ev_per_a": [[0.4, -0.3, 0.1], [-2.7, 1.9, -0.3], [0.0, 0.2, 0.0], [1.1, -0.6, 0.0], [-1.3, -1.0, 0.1], [-0.8, 1.9, 0.1], [-0.4, -0.9, 0.3], [1.0, -0.4, -0.4], [3.6, -1.2, 0.0], [-1.5, 0.5, 0.1], [0.1, -0.3, 0.0], [0.0, 0.0, 0.0], [0.3, 0.1, 0.0], [0.1, 0.1, 0.0]], "e_above_lowest_kcal_mol": 46.3, "max_force_ev_per_a": 3.8, "energy_ev": -19994.05875, "charge": 1, "multiplicity": 1}

=====

[15]
{"formula": "C3H2FNO", "method": "the ωB97M-V functional and the def2-TZVPD basis", "elements": ["C", "C", "C", "N", "O", "F", "H", "H"], "coordinates": [[-0.311, 0.735, 0.005], [-0.877, -0.660, 0.013], [0.954, 0.915, -0.008], [-0.053, -1.613, 0.002], [1.176, -1.460, -0.011], [2.130, 1.424, 0.003], [-1.084, 1.482, -0.030], [-1.935, -0.823, 0.025]], "atomic_forces_ev_per_a": [[-0.6, 0.1, -0.1], [-0.1, 0.9, 0.0], [1.5, -2.6, 0.1], [-0.1, -1.2, 0.0], [0.3, 2.0, 0.0], [-0.9, 0.4, 0.0], [0.0, 0.4, 0.1], [-0.2, -0.1, 0.0]], "e_above_lowest_kcal_mol": 116.4, "max_force_ev_per_a": 3.0, "energy_ev": -9392.46122, "charge": 0, "multiplicity": 1}

=====

[16]
{"formula": "C3H2FNO2", "method": "the ωB97M-V functional and the def2-TZVPD basis", "elements": ["O", "C", "N", "C", "C", "F", "O", "H", "H"], "coordinates": [[-1.559, 0.725, -1.399], [-0.641, 0.229, -0.598], [0.131, -0.791, -0.816], [0.962, -0.739, 0.418], [0.628, 0.305, 1.132], [1.256, 0.798, 2.245], [-0.496, 0.977, 0.495], [-1.851, 0.118, -2.074], [1.571, -1.621, 0.598]], "atomic_forces_ev_per_a": [[-0.7, 0.9, 0.2], [0.6, -0.9, -1.1], [0.2, 1.2, 2.8], [-0.9, -2.0, -2.6], [-0.2, 1.5, 0.9], [-1.9, -0.3, -1.8], [2.5, -0.6, 1.8], [0.2, -0.6, -0.3], [0.3, 0.8, 0.2]], "e_above_lowest_kcal_mol": 13.7, "max_force_ev_per_a": 3.5, "energy_ev": -11444.53209, "charge": 0, "multiplicity": 1}

=====

[17]
{"formula": "C3H2FNOS", "method": "the ωB97M-V functional and the def2-TZVPD basis", "elements": ["C", "C", "C", "N", "O", "F", "S", "H", "H"], "coordinates": [[0.491, 0.590, 0.997], [-0.553, 0.942, 0.269], [0.476, -1.274, -0.311], [0.964, -0.717, 0.845], [-1.042, 0.073, -2.088], [0.833, -2.457, -0.786], [-1.112, -0.450, -0.751], [0.889, 1.362, 1.650], [-0.947, 1.932, 0.176]], "atomic_forces_ev_per_a": [[-0.9, 0.4, 0.0], [-0.5, -1.2, -0.3], [1.1, 2.2, 4.9], [0.1, -2.8, -4.1], [-0.7, 0.3, -2.7], [-0.4, 1.0, 0.8], [1.1, 0.8, 1.4], [0.8, -0.8, 0.2], [-0.5, 0.1, -0.1]], "e_above_lowest_kcal_mol": 54.8, "max_force_ev_per_a": 5.4, "energy_ev": -20230.35926, "charge": 0, "multiplicity": 1}

=====

[18]
{"formula": "C3H2FO2Tm", "method": "the ωB97M-V functional and the def2-TZVPD basis", "elements": ["F", "O", "O", "C", "C", "C", "H", "H", "Tm"], "coordinates": [[0.385, 1.676, -0.707], [-0.341, -1.409, -0.260], [-2.293, -0.434, -0.950], [0.604, -0.480, 0.450], [-0.359, 0.623, 0.306], [-1.244, -0.410, -0.373], [0.934, -0.831, 1.436], [-0.767, 1.202, 1.141], [3.081, 0.064, -1.042]], "atomic_forces_ev_per_a": [[-1.6, -1.3, 1.3], [-0.4, 0.0, 0.4], [0.6, 0.1, 0.8], [1.4, 0.4, -0.1], [2.1, 0.8, -0.3], [-0.4, -0.3, -2.0], [-0.7, 0.0, -0.2], [0.4, 0.3, -0.6], [-1.4, 0.0, 0.5]], "max_force_ev_per_a": 2.4, "energy_ev": -39479.84356, "charge": 0, "multiplicity": 3}

=====

[19]
{"formula": "C3H2FO2Y", "method": "the ωB97M-V functional and the def2-TZVPD basis", "elements": ["O", "H", "O", "C", "C", "C", "F", "Y", "H"], "coordinates": [[0.330, 2.022, -0.568], [-0.130, -1.736, 0.948], [0.913, -0.041, 0.547], [-0.004, -0.981, 0.160], [-1.082, 0.020, -0.136], [-0.274, 1.228, 0.071], [-2.332, -0.112, 0.214], [2.971, 0.576, -0.122], [-0.393, -0.976, -1.114]], "atomic_forces_ev_per_a": [[-0.8, -0.4, 1.5], [-0.4, -0.7, -1.0], [5.9, 0.5, -0.9], [-3.8, 1.0, -1.6], [-2.8, -0.9, 4.5], [0.8, 2.1, -3.1], [1.7, 0.3, -1.6], [-2.6, -0.3, 0.9], [2.1, -1.5, 1.3]], "e_above_lowest_kcal_mol": 65.8, "max_force_ev_per_a": 6.0, "energy_ev": -10956.29310, "charge": 3, "multiplicity": 2}

=====

[20]
{"formula": "C3H2FO3", "method": "the ωB97M-V functional and the def2-TZVPD basis", "elements": ["C", "C", "C", "O", "O", "O", "F", "H", "H"], "coordinates": [[-0.180, 0.579, -1.377], [-0.309, -0.487, 1.090], [0.435, 0.016, -0.055], [-0.341, -0.100, -2.375], [-0.326, 1.792, -1.210], [0.371, -1.665, 0.782], [1.633, 0.544, 0.274], [0.052, -0.159, 2.093], [-1.335, -0.521, 0.778]], "atomic_forces_ev_per_a": [[1.0, -0.1, -0.6], [1.2, 0.1, 0.1], [0.4, -0.7, 2.1], [-0.3, -1.1, -0.4], [-0.3, 0.7, 0.9], [0.5, 1.1, -2.1], [-0.3, -0.5, -0.5], [-1.1, 0.5, -0.5], [-1.1, 0.1, 0.9]], "e_above_lowest_kcal_mol": 72.2, "max_force_ev_per_a": 2.4, "energy_ev": -12002.40902, "charge": -1, "multiplicity": 1}